Entry 1:
# C28H30ClN3O4

An isolated molecule of C28H30ClN3O4 (ωB97M-V/def2-TZVPD, the OMol25 dataset).

The geometry in ORCA input format:
```
! RIJCOSX wB97M-V def2-TZVPD def2/J DEFGRID3
* xyz 0 1
H 3.6765 1.3444 -3.1091
O 2.5211 -0.8607 0.6101
C -0.3550 1.6143 3.5111
H 1.7632 1.5833 3.1974
C 0.6853 2.1708 -0.5110
H -1.3030 -2.3413 1.8530
C 1.4541 1.6316 -1.7189
H -1.4213 2.3279 0.0371
C 2.9222 1.4476 0.0656
H 0.6402 -3.6767 2.1367
H -0.7116 -2.0901 -3.1444
H 1.1190 -2.9786 -0.7988
H 2.5522 -0.8523 -3.0060
C -2.2272 1.6123 5.0325
C 3.7214 0.7593 -2.1869
C -0.8192 2.8121 2.9806
C -1.2492 0.7779 -1.4212
H -2.7805 2.2012 -1.8727
C -0.7015 1.5491 -0.2449
H 3.4637 -1.2700 -1.5409
C -1.3479 -0.3197 1.1976
H -0.9380 -5.8212 0.4311
C -1.1608 -1.1507 -2.8616
H -0.4623 -3.4322 -0.1526
H -2.7678 1.1406 5.8394
C -2.6918 2.7924 4.4806
H 4.6804 0.9135 -1.6885
C 0.9601 -5.0489 -0.2538
O 1.0872 1.6176 -2.8648
H 1.0610 0.0177 3.5167
H 0.7940 -5.2868 -1.3063
H -0.2710 3.3024 2.1910
H -0.7116 0.1126 4.9982
N 0.6505 -1.6907 1.5659
O 3.9958 1.4911 0.5968
H -2.3292 4.3208 3.0281
H 0.3435 -7.0274 0.3373
H -3.5999 3.2444 4.8493
C -1.9801 3.3931 3.4569
C 0.6150 -3.5759 -0.0364
C 0.1227 -5.9954 0.5986
H 1.7440 2.6796 1.3450
H 2.1500 -3.0918 1.3981
H 2.0200 -5.2052 -0.0431
C -0.7046 -1.4425 2.0104
C 1.5743 1.8296 0.6822
C -2.8183 0.5577 -3.2308
C 3.4936 -0.7185 -2.4773
N -0.4830 0.6703 0.8973
C 1.4521 -0.6904 1.1650
Cl -2.8515 -1.5401 -4.9208
C 0.8941 0.9561 2.9848
C 1.0594 -3.0654 1.3358
N 2.7011 1.2636 -1.2886
C 0.8620 0.6989 1.4515
H -0.7443 -1.1961 3.0766
C -1.0695 1.0294 4.5486
H 0.1715 -0.8181 -1.2364
H 4.3013 -1.1037 -3.0931
C -0.6733 -0.4320 -1.7891
O -2.5020 -0.3522 0.8341
H 0.3319 -5.8673 1.6577
H 0.5879 3.2483 -0.6656
C -2.2347 -0.6482 -3.5786
C -2.3224 1.2639 -2.1502
H -3.6538 0.9377 -3.7973
*
```

Energy in Ha: -2010.49701
Kohn-Sham gap in Eh: 0.340
Structure (SMILES): CCCCN1CC(=O)N2[C@H](c3ccc(Cl)cc3)[C@@H]3C(=O)N(CC)C(=O)[C@@H]3[C@]2(Cc2ccccc2)C1=O
HOMO energy in eV: -8.756

How positive or negative is each atom? The Löwdin charges in e answer that: H 0.127; O 0.098; C -0.216; H 0.138; C -0.054; H 0.142; C -0.383; H 0.156; C -0.394; H 0.123; H 0.106; H 0.104; H 0.072; C -0.073; C -0.152; C -0.034; C -0.187; H 0.120; C -0.138; H 0.060; C -0.415; H 0.075; C -0.081; H 0.116; H 0.105; C -0.083; H 0.124; C -0.256; O 0.132; H 0.122; H 0.107; H 0.109; H 0.110; N -0.031; O 0.127; H 0.105; H 0.070; H 0.103; C -0.069; C -0.189; C -0.109; H 0.154; H 0.133; H 0.110; C -0.011; C -0.058; C -0.087; C -0.056; N 0.064; C -0.365; Cl 0.673; C -0.033; C -0.135; N 0.049; C -0.225; H 0.118; C -0.049; H 0.110; H 0.075; C -0.032; O 0.118; H 0.063; H 0.170; C -0.669; C -0.010; H 0.106

=====

Entry 2:
# C47H45CoN3O2P2S3

A structure of composition C47H45CoN3O2P2S3 (ωB97M-V/def2-TZVPD, the OMol25 dataset).

The geometry in ORCA input format:
```
! RIJCOSX wB97M-V def2-TZVPD def2/J DEFGRID3
* xyz -2 2
C -3.1287 -1.6515 4.2961
H 1.5155 4.0057 -4.1228
H -1.4249 4.1226 -4.6699
C -1.9112 -4.8464 3.3581
C 1.3705 -4.7413 -1.3658
C -2.8571 1.2219 -3.7145
C 3.7329 1.5307 3.0084
C -3.6197 1.8448 -5.9148
H -0.3383 3.0907 5.7701
C -3.8047 -5.1340 1.9152
C -4.4151 -1.3610 2.3002
S -2.9446 1.6290 1.4873
C 4.1034 -1.1621 -2.3070
N -0.4568 3.6690 -2.4241
H 3.3545 -3.3242 0.9836
H 4.6496 2.0239 2.6721
S 0.4379 3.2974 0.1763
C 5.0297 -1.7860 -3.1320
C -3.6324 0.9632 -4.8423
C -3.3239 -4.1228 1.0829
H -3.4736 -6.2843 3.7021
H 1.3310 -1.5453 -4.1905
S -2.5681 -2.0755 -1.3870
C 3.3013 -2.2298 -4.7317
H 3.9953 0.5707 3.4616
H 3.2345 2.1353 3.7632
C -3.1009 -5.4981 3.0542
H -4.2430 0.0680 -4.8748
C 2.7581 1.2811 1.8760
H -2.8408 0.5393 -2.8697
H 2.9785 -2.6472 -5.6788
C -0.9788 0.5106 3.6570
H 2.9267 5.0173 -3.7670
C 0.6138 1.1700 5.8658
H 0.0046 5.7808 -3.2781
C -2.0708 2.3629 -3.6635
C -1.2516 2.5977 -2.4000
H -4.7363 -5.6344 1.6719
H -3.8587 -3.8313 0.1854
C -3.2556 -1.0888 3.0302
C -2.0534 3.2424 -4.7341
H 6.0648 -1.8577 -2.8176
H 1.2588 -2.0173 1.3656
C 1.0418 5.7478 -2.9570
H 4.4075 -0.7633 -1.3464
P -2.0146 0.0203 2.1996
H 0.0370 -1.3651 3.6814
C -5.4138 -2.1753 2.8167
C 3.3997 4.7811 -0.7253
H 1.6856 5.5620 0.2966
O -1.4284 1.7700 -1.5078
H 2.3095 6.6299 -0.9643
C 2.7572 -1.0522 -2.6769
C -0.9355 -0.7916 1.1617
H -1.7547 2.4855 3.8079
H 2.6687 0.8304 -0.1163
C -0.2708 2.0989 5.3364
H -6.0498 -3.3757 4.4850
C 1.8651 5.0346 -4.0247
H -4.2239 1.6435 -6.7934
C -5.2743 -2.7342 4.0810
H 3.1829 3.7380 -0.4889
C -2.8277 2.9872 -5.8618
C 0.1545 -3.0552 -0.1274
N 1.0886 5.1156 -1.6386
H 5.3592 -2.8132 -4.9953
H 4.0933 5.1682 0.0292
H -0.6870 -4.1917 -1.7248
C -1.4367 -3.8421 2.5231
C -4.1309 -2.4689 4.8193
H 3.8895 4.8303 -1.7006
C 4.6371 -2.3238 -4.3521
C 1.2987 -2.8129 0.6267
C 2.3747 -1.6055 -3.9080
Co -0.4906 0.8098 -0.0563
H 3.4268 -5.0365 -0.8088
H 1.7545 5.5355 -4.9921
C -2.1361 -3.4662 1.3745
H 1.3994 -5.4765 -2.1629
C -1.0693 1.7652 4.2411
C 2.1044 5.5890 -0.7076
C 2.5067 -4.5000 -0.6040
O 1.5688 1.1924 2.0700
C -0.0677 -0.4065 4.1784
P -1.4215 -2.1446 0.2578
H -1.3535 -5.1192 4.2476
H 1.2318 1.4258 6.7199
C 0.8995 0.0484 -1.1353
H 1.3956 6.7730 -2.8322
H -6.3010 -2.3788 2.2266
C 1.7921 -0.4143 -1.8283
H -2.2515 -1.4490 4.8946
H -0.5055 -3.3370 2.7584
H -4.0104 -2.8986 5.8079
C 2.4660 -3.5328 0.3956
H -2.8120 3.6781 -6.6964
N 3.2916 1.1397 0.6282
C 0.7138 -0.0909 5.2804
H 4.2834 1.1370 0.4875
H 1.4143 -0.8191 5.6753
H -4.5244 -0.9181 1.3157
C 0.3187 4.0094 -1.3630
C 0.2014 -4.0239 -1.1249
*
```

Energy in Ha: -5392.87181
Kohn-Sham gap (spin up / spin down) in Eh: 0.212 / 0.213
HOMO energy (spin up / spin down) in eV: -1.485 / -1.508

Löwdin atomic charge list, values in e, 99 entries: C -0.082; H 0.070; H 0.093; C -0.103; C -0.106; C -0.008; C -0.012; C -0.122; H 0.088; C -0.106; C -0.119; S 0.252; C -0.055; N 0.090; H 0.090; H 0.063; S 0.757; C -0.116; C -0.082; C -0.123; H 0.087; H 0.116; S 0.166; C -0.108; H 0.077; H 0.074; C -0.123; H 0.097; C -0.602; H 0.075; H 0.090; C -0.335; H 0.053; C -0.123; H 0.094; C -0.118; C -0.436; H 0.092; H 0.049; C -0.306; C -0.043; H 0.087; H 0.086; C -0.234; H 0.094; P 0.361; H 0.085; C -0.101; C -0.094; H 0.068; O -0.120; H 0.100; C -0.248; C -0.601; H 0.059; H 0.038; C -0.100; H 0.089; C -0.086; H 0.085; C -0.118; H 0.035; C -0.110; C -0.326; N -0.147; H 0.082; H 0.066; H 0.067; C -0.093; C -0.103; H 0.054; C -0.132; C -0.105; C -0.037; Co 0.276; H 0.086; H 0.063; C -0.314; H 0.088; C -0.096; C -0.278; C -0.120; O -0.004; C -0.120; P 0.374; H 0.092; H 0.084; C -0.047; H 0.100; H 0.098; C -0.119; H 0.091; H 0.089; H 0.092; C -0.099; H 0.085; N 0.170; C -0.104; H 0.083

=====

Entry 3:
# C40H59BO22S

A cluster of 9 separate species, C40H59BO22S in total (ωB97M-V/def2-TZVPD, the OMol25 dataset).

The geometry in ORCA input format:
```
! RIJCOSX wB97M-V def2-TZVPD def2/J DEFGRID3
* xyz 0 1
H -0.8453 -6.0321 -0.7828
H 5.5173 1.6894 -3.3920
C 4.0624 -0.7722 -6.7449
O 4.0252 0.4707 -7.2818
H -7.2927 -3.5992 6.2692
H -1.3952 0.4209 1.2577
O 1.3996 0.6261 3.2526
H 2.1773 -1.3262 0.8604
C -1.5162 7.2142 1.7977
H 1.5862 -0.9873 -8.9518
C -2.6484 -0.6619 2.6788
H 3.3563 -2.6282 -7.5781
C -8.7395 -2.0533 5.7329
H -0.4143 -3.6966 -0.6491
H 6.4669 0.6204 -1.5544
C -0.2038 -4.2572 0.2569
H -9.3390 3.5249 2.4199
C 2.7355 -1.2899 2.9753
C 4.8687 0.9049 -3.0073
H 3.2287 1.2066 -9.0405
C 2.5038 2.5555 -0.4769
B 0.7170 -0.6759 -2.9689
C 2.6960 2.1083 -3.2041
H -7.8532 0.2012 1.0032
H 2.4626 2.7384 0.5781
O 4.9385 -0.7552 -1.1374
C 9.0864 0.2901 -3.0752
H 11.3879 -1.8364 -1.9628
C -7.3639 1.0232 1.5289
H 0.1155 -6.4155 2.0893
S 4.1706 -1.9162 -1.9717
H 1.9949 -0.5011 4.8786
H -1.3820 4.1058 0.7082
C -7.6829 0.9185 3.0041
H 2.1437 -1.6952 -6.6598
O -1.9265 -3.1158 1.5431
C -2.2897 -0.2007 1.2669
O 1.6036 -1.4348 -2.1844
C 1.4717 0.4085 1.9111
H -1.5638 7.3344 2.8823
H 2.7864 1.9564 -4.2729
H 9.4893 -0.9363 -0.2076
O -9.2467 -4.2174 6.5132
O -10.7607 -3.7401 8.0921
C 2.9280 0.5783 -8.2061
H -10.3121 -1.2633 7.0343
H 3.7338 -1.6963 3.1247
C 2.3997 -0.1529 3.9309
C 0.0447 5.6244 1.2670
H -6.2928 0.9945 1.3639
H -1.7884 -0.8575 3.3160
H 2.0189 -2.1036 3.1027
C -7.9665 2.3765 1.1588
H -4.2574 0.1864 3.8958
H -9.4511 -1.9184 4.9172
H 9.7026 -2.3177 -2.1428
H 11.1054 -0.0739 -3.6551
C -9.1107 2.4950 2.1563
O -8.6563 1.8014 3.3328
C -3.4733 0.6532 0.8874
H 0.7120 -3.8846 0.7196
H 0.6551 3.4973 -0.8945
H 3.2606 0.4894 4.1305
H -1.2724 4.4413 2.4556
O -7.2045 0.1660 3.8035
C -9.4665 -1.9434 7.0718
O -4.1726 1.0029 1.9955
H 6.2583 -0.6495 -2.6949
C 10.2168 -0.6611 -3.4202
O 0.7934 1.0083 1.1309
H -7.2338 3.1641 1.3402
H -1.8403 8.1396 1.3278
C -0.1571 -5.7649 0.0203
C -9.9364 -3.3671 7.3114
C 1.5964 2.7816 -2.6914
H -8.2893 2.4522 0.1227
H 4.5535 0.3074 -3.8552
C -1.3433 -4.1196 1.2497
H 9.9455 -1.2854 -4.2661
H 1.4183 0.2977 -4.4838
O 8.4287 0.9310 -3.8372
O 8.9270 0.3480 -1.7261
C 3.5823 1.8738 -1.0136
H -7.9396 -1.3314 5.5969
H 10.7409 0.1936 -0.7553
H 2.0893 1.0533 -7.6920
O 0.9313 -0.5195 -4.3303
O 3.6079 -2.7764 -0.9685
H -3.2413 -1.5684 2.6323
C -1.2666 4.8833 1.4584
H 0.8281 -6.1440 -0.2423
H -2.1751 -1.0301 0.5845
C 2.6146 -0.8525 -8.6235
C 5.7079 0.0531 -2.0692
H -0.7016 0.5849 -2.8370
H 4.3581 1.5286 -0.3474
O 2.8917 -1.1839 -2.7600
C 1.5034 2.9900 -1.3247
C -0.6767 -6.3059 1.3459
H -2.9122 1.3066 3.6017
H -3.2180 5.8317 1.8729
O -1.6090 -5.3157 1.8189
C 3.6999 1.6253 -2.3729
C 2.5271 -0.6309 1.6135
O -0.3538 -0.1614 -2.3419
C 10.3802 -1.4628 -2.1317
O -0.1506 6.9562 1.4294
C -8.2536 -3.4947 5.7607
C 2.9778 -1.6337 -7.3617
H -2.5623 6.1227 0.2637
C -3.5076 0.4970 3.1716
H 3.2706 -1.1513 -9.4423
H 0.8276 3.1314 -3.3636
H -8.7937 -1.6589 7.8821
C 9.9292 -0.4603 -1.0805
O 4.8325 -1.0814 -5.8853
H -10.0240 2.0119 1.8018
H -8.1734 -3.9319 4.7686
C -2.2990 5.9995 1.3150
H 3.4265 -0.1244 1.2596
O -3.7921 1.0350 -0.2056
O 1.1150 5.1474 1.0394
H -1.1937 -7.2565 1.2416
*
```

Energy in Ha: -3638.03142
Kohn-Sham gap in Eh: 0.331
HOMO energy in eV: -8.650

Löwdin atomic charge list, values in e, 99 entries: H 0.119; H 0.135; C -0.485; O 0.025; H 0.125; H 0.106; O 0.023; H 0.112; C -0.158; H 0.116; C -0.154; H 0.125; C -0.158; H 0.128; H 0.113; C -0.061; H 0.122; C -0.143; C -0.125; H 0.124; C -0.067; B -0.815; C -0.067; H 0.137; H 0.099; O -0.320; C -0.488; H 0.115; C -0.065; H 0.126; S 0.996; H 0.122; H 0.120; C -0.472; H 0.124; O 0.115; C -0.068; O 0.084; C -0.466; H 0.125; H 0.114; H 0.125; O 0.021; O 0.117; C -0.154; H 0.123; H 0.117; C -0.155; C -0.480; H 0.096; H 0.115; H 0.114; C -0.146; H 0.117; H 0.120; H 0.118; H 0.132; C -0.156; O 0.026; C -0.477; H 0.129; H 0.090; H 0.126; H 0.133; O 0.109; C -0.073; O -0.011; H 0.100; C -0.070; O 0.111; H 0.119; H 0.122; C -0.148; C -0.493; C -0.077; H 0.116; H 0.086; C -0.458; H 0.126; H 0.077; O 0.133; O 0.004; C -0.023; H 0.095; H 0.127; H 0.124; O 0.162; O -0.377; H 0.101; C -0.069; H 0.117; H 0.109; C -0.151; C -0.235; H 0.119; H 0.107; O -0.300; C -0.074; C -0.152